Here is an isolated ion of composition C13H25O2S and charge +1 from the OMol25 dataset. Energies are from wB97M-V/def2-TZVPD.

Summary:
LUMO level: -0.1199 Ha
net charge: +1

Last column: natural (NBO) charge in e.
Element x y z (Å)
C1 -1.5953 4.7065 -0.2244  -0.738
C2 -1.8211 3.7529 -1.3599  0.800
O1 -2.8673 3.3435 -1.6222  -0.471
O2 -0.6959 3.3125 -2.1162  -0.545
C3 -0.0353 2.3088 -1.4000  -0.167
S1 0.4727 0.9517 -2.5385  0.608
C4 0.3170 -0.5341 -1.5031  -0.549
C5 1.3572 -1.6232 -1.8128  -0.426
C6 2.0975 -2.1210 -0.5711  -0.211
C7 2.6274 -0.9637 0.2891  -0.621
C8 1.3356 -3.1815 0.2274  -0.387
C9 -0.0834 -2.7745 0.6417  -0.451
C10 -0.1059 -1.8212 1.7987  -0.203
C11 -0.8696 -0.7565 1.8585  0.008
C12 -0.4569 0.4780 2.6172  -0.645
C13 -2.2367 -0.6746 1.2185  -0.654
H1 -2.5061 4.7829 0.3486  0.260
H2 -1.2935 5.6903 -0.5746  0.267
H3 -0.8255 4.3361 0.4552  0.230
H4 0.8291 2.6376 -0.8244  0.235
H5 -0.7472 1.8375 -0.7171  0.210
H6 -0.4773 0.9084 -3.5055  0.205
H7 -0.6729 -0.9565 -1.6526  0.266
H8 0.3210 -0.1950 -0.4676  0.279
H9 2.1165 -1.1766 -2.4591  0.224
H10 0.9435 -2.4375 -2.3984  0.237
H11 2.9977 -2.6102 -0.9441  0.225
H12 3.4715 -1.2790 0.8876  0.240
H13 1.8540 -0.4888 0.8849  0.207
H14 3.0300 -0.2192 -0.4072  0.194
H15 1.2529 -4.0809 -0.3836  0.218
H16 1.8941 -3.4250 1.1290  0.221
H17 -0.5739 -3.6905 0.9930  0.233
H18 -0.7039 -2.4227 -0.1781  0.189
H19 0.5150 -2.0366 2.6604  0.213
H20 -0.6905 1.3719 2.0384  0.197
H21 0.5959 0.4619 2.8819  0.220
H22 -1.0233 0.5443 3.5511  0.232
H23 -2.8572 0.0121 1.7820  0.233
H24 -2.1808 -0.3190 0.1819  0.187
H25 -2.7092 -1.6492 1.2155  0.232

---

Here is an isolated ion of composition C13H25O3 and charge -1 from the OMol25 dataset. Energies are from wB97M-V/def2-TZVPD.

Summary:
LUMO level: 0.0939 Ha
net charge: -1
energy relative to the best compared isomer or geometry (same formula, charge and spin): 158.6 kcal per mole

Last column: natural (NBO) charge in e.
Element x y z (Å)
C1 -4.0094 0.6093 -3.8580  -0.276
O1 -4.1328 -0.4321 -2.8255  -0.563
C2 -3.3931 -1.6569 -3.1903  -0.073
C3 -1.7403 -1.4547 -3.1667  -0.441
C4 -1.0494 -2.0472 -1.7777  -0.416
C5 0.5934 -2.0023 -2.0398  -0.414
C6 1.4588 -1.7364 -0.6730  -0.414
C7 1.8291 -0.1401 -0.4068  -0.414
C8 2.8623 -0.1540 0.9077  -0.409
C9 2.7177 1.1692 1.8640  -0.417
C10 2.0571 0.7106 3.3296  -0.419
C11 0.4471 1.0417 3.2996  -0.411
C12 0.0095 2.1318 4.4808  -0.509
C13 0.5430 3.6360 3.9933  0.733
O2 -0.4015 4.5587 3.7540  -0.753
O3 1.9775 3.9592 3.7863  -0.859
H1 -5.0484 1.1311 -4.0649  0.195
H2 -3.7076 0.0513 -4.8691  0.171
H3 -3.2112 1.4329 -3.5889  0.193
H4 -3.6356 -2.5381 -2.4305  0.199
H5 -3.6880 -2.0570 -4.2579  0.163
H6 -1.3301 -2.1168 -4.0559  0.195
H7 -1.4291 -0.3512 -3.4034  0.220
H8 -1.3704 -3.1799 -1.6282  0.202
H9 -1.3532 -1.3771 -0.8384  0.223
H10 0.8445 -1.2807 -2.9340  0.208
H11 0.8773 -3.1016 -2.4061  0.194
H12 0.9171 -2.1318 0.2858  0.212
H13 2.5006 -2.2988 -0.7739  0.201
H14 2.4483 0.3424 -1.2992  0.194
H15 0.8922 0.5422 -0.2446  0.214
H16 2.5151 -1.1036 1.5423  0.191
H17 3.9349 -0.3378 0.4720  0.198
H18 2.1562 2.0757 1.3827  0.242
H19 3.8304 1.5050 2.1366  0.209
H20 2.2704 -0.4095 3.5941  0.181
H21 2.5450 1.3576 4.1962  0.249
H22 0.2007 1.5732 2.2761  0.207
H23 -0.2263 0.0829 3.3846  0.184
H24 -1.1673 2.1441 4.5144  0.213
H25 0.4656 1.8527 5.5326  0.202

---

Here is C13H26Br2Mn2N2O8 as an isolated structure from the OMol25 dataset. Energies are from wB97M-V/def2-TZVPD.

Summary:
LUMO level (spin up / spin down): -0.3936 / -0.3966 Ha
net charge: +2
⟨S²⟩: 30.01
spin multiplicity: 11

Last column: Löwdin spin population.
Element x y z (Å)
Mn1 -1.1135 1.1746 0.9322  4.842
Mn2 -0.8630 1.0424 -3.0076  4.825
C1 0.2191 0.1046 -0.9450  0.029
O1 0.8159 0.2649 -2.0690  0.085
O2 0.6574 0.2868 0.2295  0.080
O3 -1.0987 0.3172 -1.0526  0.120
C2 -3.8341 -1.9433 -0.8849  0.001
C3 -4.6624 -0.7111 -1.2065  0.001
O4 -5.8651 -1.0546 -1.8510  0.000
C4 -6.9345 -1.1450 -1.0207  0.000
O5 -6.9118 -0.8811 0.1482  0.000
O6 -7.9624 -1.5683 -1.7218  0.000
C5 -9.1941 -1.6905 -1.0095  0.000
H1 -3.6513 -2.4977 -1.8080  0.000
H2 -4.3866 -2.6023 -0.2207  0.000
H3 -2.8612 -1.6348 -0.4963  0.000
H4 -4.1387 0.0138 -1.8506  0.000
H5 -4.8842 -0.1368 -0.3001  0.000
H6 -9.4644 -0.7473 -0.5341  0.000
H7 -9.1066 -2.4318 -0.2151  0.000
H8 -9.9407 -1.9821 -1.7358  0.000
C6 1.7048 -1.6516 2.9149  0.000
O7 1.4488 -2.7805 3.2449  0.000
N1 1.8388 -0.5885 3.7612  0.001
C7 2.2225 0.6951 3.2576  0.001
C8 1.7788 -0.7367 5.1880  0.000
H9 1.8434 -1.3517 1.8591  0.000
H10 1.5270 1.4873 3.5911  0.000
H11 2.2391 0.7321 2.1651  0.000
H12 3.2191 1.0042 3.5890  0.000
H13 0.9852 -0.1249 5.6288  0.000
H14 1.5424 -1.7653 5.4537  0.000
H15 2.7293 -0.4875 5.6636  0.000
C9 3.1128 2.6951 -2.4725  0.001
O8 4.0166 2.5314 -3.2528  0.006
N2 3.2490 2.8940 -1.1469  0.002
C10 2.2096 3.3612 -0.2699  0.001
C11 4.5636 2.8006 -0.5571  0.000
H16 2.0640 2.6166 -2.8673  0.000
H17 1.2590 3.4539 -0.8078  0.000
H18 2.4969 4.3160 0.1716  0.000
H19 2.0786 2.6338 0.5453  0.000
H20 4.4780 2.5579 0.5030  0.000
H21 5.1818 2.0184 -0.9898  0.000
H22 5.1289 3.7340 -0.6351  0.000
Br1 4.5654 -0.7912 0.2954  0.000
C12 4.2046 -0.7792 -1.6232  0.000
C13 3.6866 -2.1301 -2.0679  0.000
Br2 5.0657 -3.4706 -2.1072  0.000
H23 5.1364 -0.5081 -2.1053  0.000
H24 3.4372 -0.0323 -1.8070  0.000
H25 3.2930 -2.0552 -3.0823  0.000
H26 2.8742 -2.4560 -1.4208  0.000

---

Here is a 6-piece molecular cluster, C13H26Cl10N2OP overall from the OMol25 dataset. Energies are from wB97M-V/def2-TZVPD.

Summary:
LUMO level: -0.1224 Ha
net charge: +1

Last column: natural (NBO) charge in e.
Element x y z (Å)
O1 0.9955 -2.2555 -1.6817  -1.050
P1 2.4339 -1.9849 -1.8710  1.472
C1 2.7931 -0.1933 -1.6499  0.086
N1 3.6596 0.2883 -0.7602  -0.452
C2 3.6884 1.6605 -0.8862  -0.056
C3 2.8002 1.9933 -1.8587  -0.018
N2 2.2574 0.8147 -2.3297  -0.451
H1 2.8232 -2.2408 -3.1988  -0.041
H2 3.2543 -2.6708 -0.9663  -0.019
H3 4.1944 -0.2616 -0.1016  0.463
H4 4.3006 2.3210 -0.2977  0.266
H5 2.5572 2.9703 -2.2350  0.267
H6 1.5733 0.7689 -3.0821  0.480
Cl1 4.8461 -5.4388 -0.6077  -0.055
C4 5.5993 -4.9679 0.9381  -0.392
C5 4.5787 -4.4782 1.9304  -0.368
Cl2 3.8586 -2.9212 1.4165  -0.100
H7 6.3484 -4.2087 0.7279  0.224
H8 6.1016 -5.8478 1.3357  0.241
H9 5.0474 -4.3109 2.8980  0.237
H10 3.7662 -5.1879 2.0591  0.238
Cl3 -1.7913 -3.0531 -6.0080  -0.058
C6 -1.6402 -2.4553 -4.3340  -0.399
C7 -1.4359 -0.9690 -4.2819  -0.370
Cl4 0.1664 -0.4798 -4.9318  -0.112
H11 -0.8214 -2.9894 -3.8578  0.233
H12 -2.5636 -2.6995 -3.8127  0.244
H13 -1.4754 -0.6352 -3.2478  0.239
H14 -2.1931 -0.4336 -4.8484  0.231
Cl5 1.5273 2.8559 0.4529  -0.095
C8 0.5302 4.2976 0.8476  -0.373
C9 -0.1182 4.1920 2.2029  -0.392
Cl6 -1.3656 2.9199 2.2370  -0.056
H15 -0.2103 4.4078 0.0598  0.232
H16 1.1965 5.1576 0.8203  0.231
H17 -0.6074 5.1328 2.4495  0.236
H18 0.6083 3.9701 2.9805  0.229
Cl7 -6.3311 3.8470 3.0290  -0.056
C10 -4.6537 3.9791 3.6164  -0.389
C11 -4.5018 3.4795 5.0298  -0.391
Cl8 -5.3165 4.5358 6.2089  -0.050
H19 -4.3491 5.0194 3.5282  0.220
H20 -4.0365 3.3825 2.9483  0.221
H21 -3.4458 3.4588 5.2966  0.220
H22 -4.9064 2.4765 5.1412  0.223
Cl9 -4.0112 -2.9525 -1.8080  -0.063
C12 -3.9057 -2.3924 -0.1161  -0.385
C13 -3.6717 -0.9085 -0.0048  -0.380
Cl10 -2.0392 -0.4389 -0.5597  -0.077
H23 -3.1150 -2.9566 0.3717  0.228
H24 -4.8535 -2.6468 0.3550  0.233
H25 -3.7475 -0.6064 1.0382  0.228
H26 -4.3992 -0.3440 -0.5821  0.229

---

In eV Å⁻¹, the max |F| values for the records above are, in order, 3.26, 7.50, 3.59, 1.96.